Record 1
This record from the Open Molecules 2025 dataset describes a cluster of 2 separate species, C7H16NO2S in total in a non-equilibrium geometry. The level of theory is wB97M-V/def2-TZVPD.

Geometry (Å):
C1 1.054 -0.066 0.943
C2 0.503 -1.240 1.801
C3 -1.256 0.386 0.848
C4 0.415 -1.421 -3.630
C5 0.466 -0.341 -2.504
C6 -0.260 -0.894 -1.166
C7 -0.808 2.104 2.092
N1 -0.095 0.171 -0.073
O1 0.183 2.731 1.572
O2 -0.603 1.603 3.291
S1 -1.241 -1.033 1.891
H1 1.248 0.716 1.665
H2 2.017 -0.198 0.475
H3 0.607 -2.226 1.262
H4 0.741 -1.438 2.824
H5 -2.099 0.503 0.262
H6 0.805 -0.906 -4.545
H7 0.979 -2.255 -3.215
H8 -0.685 -1.693 -3.752
H9 -0.080 0.570 -2.835
H10 1.591 -0.043 -2.219
H11 -1.321 -1.111 -1.468
H12 0.189 -1.797 -0.747
H13 -1.756 2.452 1.861
H14 0.145 1.046 -0.507
H15 0.802 2.963 2.213
H16 -1.541 1.415 3.662

Charge: +1
E_tot, Ha: -879.24458
Gap between HOMO and LUMO (spin up / spin down), eV: 5.489 / 8.301
2S+1: 3
HOMO energy (spin up / spin down), eV: -8.00 / -13.47
Strongest force on any atom, eV Å⁻¹: 5.94

Here are the Mulliken charges for atoms 1 to 5, given in e: -0.5862 -0.4201 -0.3404 -1.1169 -0.3543

Record 2
This record from the Open Molecules 2025 dataset describes a structure of composition C36H62Br42NO2P in a non-equilibrium geometry. The level of theory is wB97M-V/def2-TZVPD.

Geometry (Å):
C1 7.518 -2.289 1.453
C2 7.475 -0.779 1.598
C3 6.173 -0.222 2.159
C4 4.904 -0.690 1.428
C5 4.025 0.473 0.926
C6 3.494 0.182 -0.466
C7 2.277 1.005 -0.870
C8 1.566 0.399 -2.083
C9 2.506 0.140 -3.287
C10 2.756 -1.353 -3.532
C11 4.104 -1.917 -3.068
C12 4.572 -3.099 -3.895
C13 3.624 -4.295 -3.746
C14 3.539 -4.849 -2.333
C15 2.305 -5.789 -2.222
C16 1.660 -5.736 -0.828
C17 0.144 -5.513 -0.925
C18 -0.355 -4.578 0.182
C19 -1.560 -3.786 -0.330
C20 -1.124 -2.718 -1.366
O1 -1.102 -1.396 -0.883
C21 -2.331 -0.746 -0.949
P1 -2.913 -0.439 -2.678
N1 -1.763 -0.194 -3.729
O2 -2.381 -3.234 0.714
C22 -3.748 -3.553 0.532
H1 6.678 -2.684 0.897
H2 7.593 -2.759 2.426
H3 8.402 -2.567 0.891
H4 7.704 -0.320 0.639
H5 8.286 -0.504 2.265
H6 6.230 0.858 2.069
H7 6.104 -0.476 3.213
H8 5.199 -1.247 0.543
H9 4.331 -1.374 2.038
H10 3.216 0.633 1.626
H11 4.641 1.366 0.927
H12 4.294 0.361 -1.174
H13 3.231 -0.870 -0.545
H14 1.574 0.990 -0.039
H15 2.574 2.026 -1.090
H16 0.724 1.017 -2.365
H17 1.212 -0.576 -1.765
H18 3.423 0.716 -3.194
H19 1.983 0.507 -4.162
H20 2.699 -1.522 -4.607
H21 1.951 -1.934 -3.099
H22 3.993 -2.265 -2.049
H23 4.853 -1.133 -3.050
H24 5.544 -3.408 -3.508
H25 4.743 -2.853 -4.937
H26 4.020 -5.088 -4.373
H27 2.642 -4.006 -4.099
H28 3.384 -4.065 -1.603
H29 4.430 -5.409 -2.074
H30 2.635 -6.791 -2.458
H31 1.608 -5.467 -2.982
H32 1.791 -6.708 -0.361
H33 2.132 -5.005 -0.186
H34 -0.374 -6.456 -0.776
H35 -0.127 -5.122 -1.899
H36 0.413 -3.851 0.427
H37 -0.690 -5.140 1.035
H38 -2.166 -4.514 -0.864
H39 -0.105 -2.945 -1.650
H40 -1.720 -2.832 -2.273
H41 -3.136 -1.239 -0.400
H42 -2.200 0.226 -0.488
H43 -3.855 0.606 -2.590
H44 -3.678 -1.580 -3.020
H45 -1.891 0.714 -4.164
H46 -4.322 -2.811 1.079
H47 -4.045 -3.497 -0.511
H48 -3.993 -4.521 0.960
C23 3.458 -7.776 2.692
Br1 4.360 -9.323 1.984
Br2 4.263 -6.139 2.079
Br3 1.571 -7.824 2.322
H49 3.571 -7.803 3.765
C24 -1.612 -4.932 4.939
Br4 0.159 -4.576 5.613
Br5 -1.830 -4.225 3.164
Br6 -2.025 -6.817 4.982
H50 -2.314 -4.431 5.591
C25 2.650 -1.593 5.515
Br7 3.774 -0.363 6.483
Br8 1.890 -0.781 3.944
Br9 3.594 -3.222 5.105
H51 1.831 -1.851 6.171
C26 3.027 3.415 3.811
Br10 2.017 3.354 2.173
Br11 4.722 2.523 3.628
Br12 3.221 5.222 4.449
H52 2.460 2.875 4.556
C27 -6.881 2.496 -3.926
Br13 -7.109 0.688 -3.289
Br14 -8.216 3.677 -3.200
Br15 -5.098 3.161 -3.601
H53 -7.022 2.471 -4.995
C28 -6.049 5.109 -0.495
Br16 -6.220 3.326 0.207
Br17 -7.380 6.292 0.238
Br18 -4.263 5.795 -0.272
H54 -6.229 5.046 -1.559
C29 -10.487 0.311 -5.823
Br19 -12.236 0.979 -5.365
Br20 -10.589 -1.151 -7.068
Br21 -9.329 1.710 -6.471
H55 -10.044 -0.071 -4.914
C30 -0.510 -1.669 9.069
Br22 1.195 -2.522 8.795
Br23 -0.559 0.067 8.237
Br24 -1.933 -2.801 8.441
H56 -0.647 -1.524 10.130
C31 -3.115 9.073 1.614
Br25 -2.277 9.199 3.340
Br26 -4.994 9.480 1.670
Br27 -2.195 10.140 0.300
H57 -3.033 8.043 1.300
C32 4.438 3.960 -3.140
Br28 5.425 2.384 -2.623
Br29 3.161 3.592 -4.533
Br30 3.608 4.805 -1.621
H58 5.153 4.662 -3.542
C33 0.820 11.048 5.916
Br31 -0.848 10.965 6.881
Br32 2.238 11.768 7.002
Br33 1.291 9.336 5.169
H59 0.676 11.726 5.088
C34 5.967 -3.099 8.267
Br34 4.262 -3.845 8.761
Br35 6.654 -1.933 9.635
Br36 7.228 -4.475 7.794
H60 5.802 -2.496 7.384
C35 -11.353 6.022 -4.180
Br37 -11.758 4.197 -4.650
Br38 -12.143 7.270 -5.414
Br39 -11.836 6.412 -2.356
H61 -10.281 6.139 -4.255
C36 -9.778 9.462 -8.335
Br40 -9.087 7.788 -7.681
Br41 -11.140 9.190 -9.668
Br42 -10.406 10.581 -6.897
H62 -8.961 9.982 -8.811

E_tot, Ha: -110063.82779
Gap between HOMO and LUMO, eV: 7.985
2S+1: 1
HOMO energy, eV: -8.57
Strongest force on any atom, eV Å⁻¹: 1.56

Here are the Mulliken charges for atoms 1 to 5, given in e: -1.1032 -0.8198 -0.5977 0.1259 -0.1468

Record 3
This record from the Open Molecules 2025 dataset describes a structure of composition C48H43Br2IN8O8S5W. The level of theory is wB97M-V/def2-TZVPD.

Geometry (Å):
W1 0.401 -0.304 0.045
Br1 -5.764 2.346 1.309
C1 -4.116 1.592 0.812
C2 -3.131 2.381 0.227
C3 -1.924 1.798 -0.083
N1 -1.648 0.500 0.147
C4 -2.628 -0.260 0.682
C5 -3.871 0.258 1.033
C6 -2.254 -1.651 0.872
C7 -3.148 -2.638 1.273
C8 -2.700 -3.933 1.383
Br2 -3.879 -5.300 1.910
C9 -1.374 -4.229 1.085
C10 -0.556 -3.200 0.683
N2 -0.963 -1.920 0.575
H1 -3.288 3.429 0.025
H2 -1.138 2.384 -0.534
H3 -4.614 -0.365 1.505
H4 -4.174 -2.393 1.495
H5 -0.983 -5.232 1.144
H6 0.464 -3.403 0.403
C11 7.189 -2.134 0.331
C12 6.034 -1.882 -0.578
C13 5.742 -2.602 -1.701
C14 4.596 -2.245 -2.434
N3 3.805 -1.247 -2.072
C15 4.053 -0.599 -0.938
S1 3.047 0.612 -0.298
N4 5.193 -0.883 -0.244
C16 4.189 -2.999 -3.656
H7 7.817 -2.931 -0.058
H8 6.823 -2.429 1.316
H9 7.794 -1.233 0.444
H10 6.376 -3.419 -2.010
H11 5.313 -0.379 0.624
H12 5.007 -3.586 -4.069
H13 3.795 -2.311 -4.401
H14 3.373 -3.672 -3.381
N5 2.008 1.564 8.634
C17 1.278 1.308 7.489
C18 0.039 1.916 7.286
C19 -0.709 1.626 6.160
C20 -0.232 0.717 5.228
C21 1.006 0.111 5.414
C22 1.754 0.402 6.535
S2 -1.200 0.333 3.804
O1 -1.590 -1.054 3.845
O2 -2.246 1.327 3.739
N6 -0.186 0.457 2.558
C23 0.245 1.650 2.149
S3 0.234 3.211 2.897
C24 0.950 3.888 1.465
C25 1.134 2.939 0.530
N7 0.738 1.680 0.919
H15 1.792 2.412 9.130
H16 2.989 1.346 8.604
H17 -0.336 2.620 8.018
H18 -1.664 2.101 5.993
H19 1.388 -0.575 4.677
H20 2.716 -0.073 6.681
H21 1.189 4.934 1.402
H22 1.547 3.074 -0.457
I1 0.542 -5.985 6.479
C26 1.140 -4.820 4.849
C27 2.221 -5.229 4.078
C28 2.614 -4.456 2.997
C29 1.930 -3.286 2.685
C30 0.846 -2.898 3.462
C31 0.447 -3.655 4.552
C32 2.348 -2.475 1.491
O3 3.350 -2.776 0.857
O4 1.573 -1.468 1.227
H23 2.746 -6.143 4.319
H24 3.451 -4.750 2.381
H25 0.294 -2.008 3.205
H26 -0.398 -3.335 5.146
C33 -0.791 8.608 -9.531
C34 -0.471 7.634 -8.432
C35 -1.291 7.536 -7.309
C36 -1.019 6.623 -6.306
C37 0.091 5.800 -6.425
C38 0.930 5.886 -7.525
C39 0.640 6.803 -8.524
S4 0.450 4.640 -5.146
O5 1.814 4.224 -5.321
O6 0.019 5.174 -3.885
N8 -0.598 3.415 -5.504
C40 -1.043 2.568 -4.390
C41 0.043 1.663 -3.814
C42 -0.493 0.880 -2.635
O7 -1.545 0.273 -2.707
O8 0.286 0.946 -1.577
H27 -1.372 9.449 -9.156
H28 -1.377 8.122 -10.313
H29 0.117 8.995 -9.992
H30 -2.150 8.188 -7.218
H31 -1.647 6.551 -5.429
H32 1.806 5.255 -7.579
H33 1.295 6.880 -9.383
H34 -0.261 2.893 -6.305
H35 -1.878 1.968 -4.749
H36 -1.429 3.236 -3.622
H37 0.922 2.230 -3.515
H38 0.352 0.929 -4.564
S5 0.924 -1.885 -1.771
C43 -0.356 -3.077 -2.121
C44 0.045 -4.408 -2.245
C45 -0.882 -5.415 -2.468
C46 -2.231 -5.112 -2.563
C47 -2.636 -3.788 -2.459
C48 -1.711 -2.775 -2.252
H39 1.095 -4.649 -2.132
H40 -0.548 -6.442 -2.552
H41 -2.958 -5.896 -2.721
H42 -3.686 -3.536 -2.545
H43 -2.025 -1.749 -2.186

E_tot, Ha: -10398.83029
Gap between HOMO and LUMO (spin up / spin down), eV: 6.100 / 6.353
2S+1: 1
HOMO energy (spin up / spin down), eV: -6.77 / -6.74
Strongest force on any atom, eV Å⁻¹: 0.87

Here are the Mulliken charges for atoms 1 to 5, given in e: 1.3857 -0.1710 -0.7244 -0.9905 -0.1841

Record 4
This record from the Open Molecules 2025 dataset describes a cluster of 5 separate species, C10H28NO9 in total in a non-equilibrium geometry. The level of theory is wB97M-V/def2-TZVPD.

Geometry (Å):
N1 -1.816 -0.771 -0.519
O1 -0.695 -0.387 -0.271
O2 -2.634 -0.165 -1.220
O3 -2.188 -1.797 0.026
C1 0.525 1.623 -3.198
C2 0.739 0.543 -4.214
C3 1.871 0.845 -5.103
O4 0.947 -0.669 -3.560
H1 0.377 2.569 -3.718
H2 1.319 1.573 -2.453
H3 -0.327 1.546 -2.523
H4 -0.146 0.264 -4.786
H5 1.683 1.529 -5.931
H6 2.043 -0.009 -5.759
H7 2.812 1.052 -4.593
H8 0.886 -0.482 -2.620
C4 0.610 3.732 2.503
C5 -0.043 2.405 2.125
C6 -1.239 1.954 3.030
O5 -0.405 2.427 0.801
H9 1.288 3.955 1.679
H10 1.150 3.609 3.441
H11 0.009 4.628 2.661
H12 0.702 1.614 2.209
H13 -1.159 1.705 4.088
H14 -1.637 0.969 2.784
H15 -2.064 2.631 2.812
H16 -0.616 1.576 0.410
C7 2.858 0.115 0.349
C8 2.932 -1.267 -0.300
O6 1.784 -2.062 -0.014
O7 4.099 0.645 0.526
H17 2.457 0.053 1.361
H18 2.107 0.698 -0.184
H19 3.877 -1.709 0.015
H20 2.898 -1.157 -1.384
H21 1.098 -1.462 0.288
H22 4.450 1.016 -0.287
C9 -3.713 -2.925 2.612
C10 -2.606 -4.038 2.441
O8 -1.444 -3.669 1.665
O9 -4.325 -2.694 1.349
H23 -3.240 -2.042 3.040
H24 -4.540 -3.212 3.261
H25 -3.121 -4.888 1.994
H26 -2.287 -4.388 3.423
H27 -1.636 -2.962 1.045
H28 -3.642 -2.521 0.697

Charge: -1
E_tot, Ha: -1129.61620
Gap between HOMO and LUMO, eV: 8.918
2S+1: 1
HOMO energy, eV: -6.22
Strongest force on any atom, eV Å⁻¹: 3.44

Here are the Mulliken charges for atoms 1 to 5, given in e: 0.9582 -0.4569 -0.6820 -0.9871 -1.2805